{
  "formula": "C16H22AlBBr2CaF4LiMgN2NaO21PS4",
  "method": "the ωB97M-V functional and the def2-TZVPD basis",
  "charge": 1,
  "gap_ev": 1.65,
  "symbols": ["O", "S", "O", "C", "C", "C", "S", "C", "S", "N", "C", "C", "O", "C", "C", "N", "S", "O", "O", "P", "O", "Br", "H", "H", "H", "H", "H", "H", "H", "H", "H", "H", "H", "H", "H", "H", "H", "Ca", "C", "O", "O", "O", "H", "Mg", "F", "Al", "F", "F", "F", "O", "H", "H", "Br", "B", "O", "C", "O", "C", "O", "O", "O", "C", "O", "C", "O", "O", "Li", "C", "C", "O", "C", "O", "O", "H", "H", "H", "H", "Na"],
  "positions_angstrom": [[2.8463, 1.1020, 2.5064], [2.7455, 1.2455, 4.0697], [2.6495, 2.7425, 4.4874], [1.1292, 0.4472, 4.7003], [0.5635, -0.7181, 3.6951], [-0.8626, -0.3001, 2.9309], [-2.3598, -0.7346, 3.9720], [-3.7261, 0.4844, 3.4266], [-3.6293, 0.9973, 1.7918], [-4.7969, 0.8881, 4.4158], [-6.1721, 0.6641, 3.8271], [-6.9376, 2.0281, 3.3311], [-6.0473, 3.0909, 2.8384], [-5.0294, 3.4741, 3.8298], [-4.6390, 2.3073, 4.9134], [4.1018, 0.3861, 4.7651], [5.5797, 1.3168, 4.6956], [6.7712, 0.3038, 4.4815], [5.8621, 1.9862, 6.0801], [5.6757, 2.7517, 3.1063], [7.0133, 3.8576, 3.4388], [6.1343, 1.6166, 1.1892], [1.3339, 0.0511, 5.8077], [0.3182, 1.3104, 4.7991], [0.2825, -1.6578, 4.3620], [1.3829, -1.0909, 2.9377], [-0.8127, 0.8589, 2.7676], [-0.8350, -0.8883, 1.9012], [-6.0908, -0.1131, 2.9551], [-6.8455, 0.1788, 4.6645], [-7.7032, 2.3884, 4.1640], [-7.6197, 1.7092, 2.4050], [-4.0324, 3.6982, 3.2125], [-5.2628, 4.4675, 4.4161], [-5.3322, 2.4187, 5.8659], [-3.5298, 2.5202, 5.2932], [6.7077, 4.8110, 3.3940], [-4.9032, -1.7933, 3.3618], [-0.8304, -4.6513, 3.4076], [-0.2649, -5.7328, 3.1168], [-0.7444, -4.4106, 4.7082], [-1.4294, -3.8121, 2.6986], [-0.2471, -5.2414, 4.8512], [-3.1032, -3.1022, 0.4216], [-0.6215, -4.3822, -4.2160], [-2.2032, -5.2363, -4.1057], [-3.1345, -4.9738, -5.6247], [-3.1385, -4.5899, -2.7088], [-1.9186, -6.9993, -3.8731], [-1.8863, -0.2356, -2.2222], [-1.0524, 0.0208, -2.6437], [-1.8710, 0.2284, -1.3716], [-1.3032, 2.7391, 2.4613], [-2.2034, -1.1035, -8.6380], [-1.1251, -2.0734, -8.8539], [-0.8859, -2.6581, -7.6718], [-0.0421, -3.5218, -7.4946], [-1.7654, -2.1146, -6.6701], [-1.7995, -2.4360, -5.4934], [-2.5615, -1.1859, -7.2184], [-1.7684, 0.2514, -8.9918], [-2.5939, 0.6857, -9.9544], [-2.5125, 1.7835, -10.4811], [-3.5677, -0.3299, -10.2586], [-4.4581, -0.2457, -11.0890], [-3.3587, -1.4069, -9.4885], [-4.6032, -7.1043, -4.3478], [9.6458, 2.8045, -0.6722], [9.9913, 1.3587, -0.8250], [9.6858, 1.0926, -2.1807], [9.7449, 2.2852, -2.8423], [9.7024, 2.4026, -4.0556], [9.8588, 3.3286, -1.9695], [10.2824, 3.3097, 0.0593], [8.5970, 2.9571, -0.3971], [11.0557, 1.1631, -0.6572], [9.4034, 0.7181, -0.1619], [-4.9032, 1.6121, -9.3456]],
  "forces_ev_per_angstrom": [[-0.1, -0.1, 5.2], [-0.2, 3.7, -3.1], [0.7, -4.9, -0.8], [-0.9, -0.7, 0.8], [-0.8, -1.3, 1.0], [2.6, -1.0, -1.2], [-0.7, 1.8, 0.0], [0.7, 0.6, -1.8], [0.0, -0.8, 2.9], [1.1, -0.6, -2.1], [-1.0, 0.4, 0.8], [-1.2, -0.3, -1.0], [-0.3, -1.7, 2.3], [2.2, 0.2, -0.1], [-0.1, 1.6, 1.5], [-0.1, 2.8, -1.3], [4.9, -4.8, 7.0], [-4.4, 3.1, -0.5], [-2.0, -1.2, -5.0], [1.1, 3.8, -2.3], [-2.3, -1.8, -0.6], [0.1, 0.6, 1.7], [-0.2, 0.8, -2.6], [2.2, -1.4, -0.4], [0.9, 1.8, -1.3], [-1.8, 1.0, 1.3], [-0.6, -2.0, 0.1], [-0.5, 1.3, 2.2], [-0.6, 2.0, 0.9], [1.1, 0.9, -1.5], [1.9, -0.6, -1.5], [1.6, 0.9, 2.0], [-2.3, -0.5, 1.2], [0.0, -2.0, -1.1], [1.3, -0.4, -1.9], [-2.4, -0.7, -1.0], [0.0, -1.6, 0.1], [1.4, -0.6, -0.1], [0.7, -1.9, -1.4], [-0.6, 0.7, -1.2], [0.0, 0.5, 1.9], [-1.2, 1.1, -1.3], [0.1, 0.3, 1.2], [0.6, -0.3, 0.6], [-2.5, -1.8, 0.7], [2.7, 1.8, -0.7], [0.2, -1.3, 2.2], [0.4, -1.1, -1.2], [-1.7, 1.8, -0.3], [0.1, 0.2, 0.5], [-0.2, -0.2, 0.0], [0.1, 0.0, -0.3], [-0.4, 1.0, -0.2], [1.0, -1.2, 0.9], [-0.5, 0.3, 0.4], [3.6, -2.9, -2.0], [-1.6, 1.6, -0.2], [-1.9, 0.5, 4.6], [-0.1, 0.9, -2.2], [0.1, 0.0, -0.4], [-1.3, 0.8, -1.4], [4.2, 2.8, 1.2], [-0.9, -0.8, 0.6], [-2.5, -4.3, -0.9], [0.4, 0.7, 1.0], [-0.5, 1.7, -1.2], [0.9, 0.3, -0.2], [-0.1, 0.6, 0.9], [0.3, -0.8, 0.8], [-0.1, 0.7, -0.6], [-0.1, 0.2, -2.8], [0.1, -0.3, 2.9], [0.0, -0.6, -0.7], [-0.1, 0.0, -0.2], [0.1, 0.0, 0.0], [-0.1, 0.0, 0.0], [0.1, 0.0, -0.2], [-0.1, 0.3, -0.4]],
  "mulliken_charge": [-0.5079, 0.8906, -0.5356, -0.7747, -0.4122, 0.3749, 0.1454, -0.8280, 0.2258, 0.1676, -0.3280, -0.4899, -0.3230, -0.2925, -0.5094, -0.2261, 1.0063, -0.5196, -0.5274, 0.5808, -0.5128, 0.0065, 0.4405, 0.3139, 0.1379, 0.4029, -0.2295, 0.0749, 0.2024, 0.2611, 0.2801, 0.2820, 0.1532, 0.3327, 0.3033, 0.2712, 0.3695, 1.1572, 0.6555, -0.7110, -0.4324, -0.2724, 0.3313, 0.5116, -0.4293, 0.8513, -0.4277, -0.3994, -0.4759, -0.5814, 0.3254, 0.2749, -0.4583, 1.3193, -0.5465, 0.6126, -0.5748, 0.5432, -0.6442, -0.5638, -0.4505, 0.4985, -0.6108, 0.5035, -0.6277, -0.4521, 0.9184, -0.1419, -0.3025, -0.3144, 0.6436, -0.5367, -0.3129, 0.2805, 0.1489, 0.2746, 0.2622, 0.9470]
}